Entry 1:
112
Properties=species:S:1:pos:R:3:forces:R:3 method="wB97M-V/def2-TZVPD" orbital_gap_ev=7.22 charge=+1 e_above_lowest_ev=0.000
C -1.823 -2.550 -3.405 -0.06 0.08 -0.38
C -2.342 -2.333 -1.986 0.02 0.01 0.67
C -3.158 -3.525 -1.480 0.04 0.07 0.04
C -3.069 -1.000 -1.909 0.18 -0.30 0.04
C -4.453 -0.904 -2.063 0.09 0.15 -0.20
C -5.055 0.336 -2.277 0.07 0.02 0.29
C -4.279 1.490 -2.310 0.02 -0.20 -0.08
C -2.892 1.425 -2.137 0.25 0.45 0.12
C -2.042 2.673 -2.370 0.15 -0.42 -0.04
C -2.054 3.631 -1.185 -0.04 0.07 0.14
C -2.447 3.372 -3.675 -0.01 -0.18 -0.03
C -2.311 0.181 -1.842 -0.77 -0.08 -0.58
N -0.868 0.077 -1.658 2.01 -0.27 -1.11
N -0.077 -0.127 -2.738 0.77 0.40 1.99
N 1.189 -0.092 -2.259 -2.22 1.10 0.35
C 2.326 -0.009 -3.157 0.65 -0.45 -0.79
C 2.851 1.248 -3.497 -0.28 0.34 0.20
C 2.016 2.505 -3.274 0.26 -0.10 0.56
C 0.881 2.536 -4.292 -0.14 -0.16 -0.42
C 2.807 3.813 -3.313 -0.01 -0.06 0.10
C 4.079 1.298 -4.153 -0.17 -0.20 -0.24
C 4.681 0.127 -4.619 -0.03 -0.15 0.17
C 4.072 -1.109 -4.399 0.00 0.25 0.00
C 2.896 -1.191 -3.649 -0.20 -0.30 0.19
C 2.227 -2.546 -3.421 0.05 0.42 0.24
C 3.200 -3.610 -2.916 -0.01 0.00 0.07
C 1.522 -3.002 -4.699 -0.08 0.08 -0.15
C 1.189 0.201 -0.893 0.91 -0.64 -1.40
C 2.415 0.426 -0.147 1.37 0.08 1.02
C 2.565 1.518 0.749 -0.11 -0.46 -0.81
C 3.823 1.835 1.256 -0.01 -0.14 -0.06
C 4.939 1.072 0.897 -0.21 -0.18 -0.31
C 4.781 -0.083 0.114 -0.03 0.27 0.31
C 3.520 -0.433 -0.353 -0.50 0.30 -0.12
C -0.101 0.240 -0.516 -1.93 -0.01 -0.39
C -0.645 0.495 0.833 0.32 1.70 -0.12
H -1.219 -1.691 -3.720 -0.24 -0.42 -0.12
H -1.197 -3.450 -3.470 -0.21 0.13 0.07
H -2.663 -2.653 -4.108 0.23 -0.02 0.17
H -1.474 -2.245 -1.319 -0.22 -0.13 -0.19
H -3.625 -3.287 -0.516 0.02 -0.13 -0.19
H -3.935 -3.815 -2.202 0.16 0.03 0.23
H -2.490 -4.381 -1.323 -0.21 0.14 -0.11
H -5.062 -1.810 -2.066 0.26 0.28 -0.07
H -6.132 0.401 -2.442 0.32 -0.03 0.10
H -4.749 2.455 -2.520 0.20 -0.39 0.07
H -1.019 2.298 -2.494 -0.08 0.31 -0.02
H -1.699 3.126 -0.278 -0.11 0.20 -0.09
H -1.393 4.485 -1.384 -0.20 -0.16 0.08
H -3.071 4.004 -1.004 0.26 -0.03 0.03
H -2.419 2.657 -4.509 -0.05 0.23 0.14
H -3.463 3.781 -3.603 0.27 -0.02 -0.06
H -1.758 4.193 -3.906 -0.21 -0.13 0.11
H 1.574 2.415 -2.269 0.01 0.15 -0.09
H 0.239 1.651 -4.190 0.10 0.35 -0.19
H 0.268 3.438 -4.173 0.18 -0.21 -0.01
H 1.286 2.532 -5.316 -0.08 0.05 0.27
H 3.664 3.782 -2.633 -0.08 0.04 -0.12
H 3.161 4.030 -4.329 -0.05 0.00 0.20
H 2.154 4.635 -2.999 0.15 -0.12 -0.12
H 4.540 2.269 -4.341 -0.17 -0.37 -0.05
H 5.622 0.185 -5.171 -0.28 -0.03 0.19
H 4.509 -2.032 -4.795 -0.11 0.44 0.13
H 1.466 -2.380 -2.647 0.04 -0.23 -0.08
H 3.777 -3.248 -2.057 -0.03 -0.11 -0.15
H 2.636 -4.494 -2.594 0.18 0.08 -0.13
H 3.898 -3.906 -3.709 -0.12 -0.02 0.24
H 0.832 -2.229 -5.061 0.12 -0.18 0.04
H 2.259 -3.198 -5.489 -0.19 0.01 0.16
H 0.947 -3.919 -4.516 0.17 0.14 -0.08
H 1.698 2.132 1.001 0.42 0.00 -0.17
H 3.929 2.702 1.911 0.02 -0.29 -0.21
H 5.933 1.384 1.212 -0.24 -0.15 0.03
H 5.644 -0.701 -0.141 -0.29 0.16 0.18
H 3.351 -1.374 -0.887 0.24 0.46 0.02
H 0.130 1.102 1.336 -0.48 -0.38 -0.17
H -1.510 1.171 0.714 0.32 -0.12 0.05
C -2.094 0.553 10.490 0.03 0.01 -0.06
C -1.209 -0.115 9.637 -0.10 0.19 -0.19
C -0.908 0.403 8.366 -0.34 0.34 0.35
C -1.499 1.619 8.000 -0.04 -0.26 0.03
O -1.301 2.226 6.763 0.07 -0.41 -0.39
C -1.262 1.460 5.596 -0.04 0.12 0.48
C -2.402 1.432 4.787 0.36 0.17 0.10
C -2.343 0.810 3.542 0.10 -0.41 0.20
C -1.181 0.139 3.154 0.09 0.46 -0.44
C -1.100 -0.574 1.798 -0.59 -0.84 0.90
C -0.359 -1.919 1.880 -0.03 -0.36 0.10
C 0.000 -2.606 0.709 -0.01 -0.15 0.17
C 0.298 -3.976 0.732 0.25 0.39 0.42
C 0.486 -4.625 1.963 -0.14 0.36 -0.28
C 0.290 -3.908 3.149 -0.14 0.04 -0.35
C -0.226 -2.607 3.104 0.13 -0.08 -0.11
C -0.026 0.265 3.930 -0.17 -0.25 0.27
C -0.068 0.859 5.189 -0.26 0.21 -0.42
C -2.328 2.330 8.872 0.10 -0.41 -0.20
C -2.658 1.776 10.103 0.32 -0.08 -0.11
H -2.346 0.131 11.466 0.13 0.09 -0.35
H -0.749 -1.056 9.954 -0.20 0.35 -0.11
H -0.225 -0.116 7.690 -0.31 0.14 0.26
H -3.316 1.911 5.131 0.25 0.01 -0.06
H -3.205 0.853 2.870 0.17 -0.22 0.29
H -2.138 -0.832 1.509 0.34 -0.02 0.15
H 0.044 -2.057 -0.237 -0.24 -0.53 0.40
H 0.395 -4.507 -0.217 0.21 0.08 0.32
H 0.782 -5.673 1.989 -0.06 0.28 0.01
H 0.512 -4.369 4.116 -0.27 0.11 -0.38
H -0.518 -2.140 4.052 0.18 -0.14 -0.52
H 0.911 -0.149 3.553 -0.20 -0.02 0.22
H 0.812 0.868 5.826 -0.17 0.24 -0.14
H -2.718 3.287 8.531 -0.02 -0.22 0.13
H -3.352 2.308 10.751 0.21 -0.18 -0.04

=====

Entry 2:
15
Properties=species:S:1:pos:R:3:forces:R:3 method="wB97M-V/def2-TZVPD" orbital_gap_ev="4.16 / 4.64" spin_multiplicity=3 charge=0 e_above_lowest_ev=2.264
C 0.460 -0.360 -0.629 -0.16 0.08 0.25
C 0.422 1.157 -0.493 -3.65 -3.53 -1.60
C -1.099 -1.019 0.626 -0.13 1.09 -1.14
O -1.330 0.038 1.454 -0.18 0.28 0.87
O -2.176 -1.081 -0.230 0.01 1.53 1.42
O -0.792 -2.236 1.201 -1.23 0.22 -1.17
S 2.013 1.944 -1.146 2.11 1.35 -1.30
H 1.388 -0.981 -0.306 -1.61 1.43 -0.18
H -0.057 -0.887 -1.464 0.81 1.01 0.16
H 0.499 1.410 0.494 0.05 0.72 2.59
H -0.504 1.705 -0.942 1.73 -1.18 0.57
H -2.190 0.510 1.294 1.01 -1.06 -0.11
H -2.116 -1.861 -0.713 0.03 -2.30 -1.49
H -0.336 -2.052 1.996 0.88 0.20 1.47
H 1.652 3.209 -1.497 0.34 0.15 -0.33

=====

Entry 3:
24
Properties=species:S:1:pos:R:3:forces:R:3 method="wB97M-V/def2-TZVPD" smiles="CNC(C)=O.CNC(C)=O" orbital_gap_ev=9.39 charge=0 e_above_lowest_ev=0.520
C -1.141 0.940 2.441 0.18 0.35 -0.78
N 0.201 1.503 2.393 -0.11 0.03 0.10
C 1.046 1.094 1.428 0.03 -0.24 -0.46
C 2.447 1.622 1.463 0.35 0.57 -0.41
O 0.693 0.328 0.536 0.01 0.09 0.23
H -1.067 -0.128 2.628 -0.41 -0.04 0.34
H -1.794 1.506 3.098 0.25 -0.24 0.50
H -1.585 1.071 1.455 0.06 -0.19 -0.12
H 0.595 1.982 3.181 -0.12 0.10 0.10
H 2.721 1.968 0.468 -0.21 -0.14 -0.20
H 2.578 2.503 2.091 0.04 -0.30 0.40
H 3.151 0.821 1.679 -0.02 0.02 0.34
C -0.772 -2.995 -1.112 -0.98 -0.05 -0.84
N -0.603 -1.570 -1.270 0.63 0.27 0.93
C -0.832 -0.955 -2.438 -0.86 -0.32 -1.10
C -0.426 0.486 -2.619 -0.26 0.05 -0.38
O -1.376 -1.541 -3.372 0.16 -0.05 0.16
H -0.009 -3.563 -1.645 0.30 -0.04 0.31
H -0.880 -3.277 -0.071 0.35 0.07 0.11
H -1.703 -3.271 -1.614 0.00 -0.01 0.10
H -0.140 -1.049 -0.538 0.04 0.02 -0.08
H -0.456 0.661 -3.692 0.57 -0.22 -0.12
H -1.199 1.188 -2.307 0.10 -0.11 0.79
H 0.550 0.676 -2.181 -0.10 0.35 0.07

=====

Entry 4:
130
Properties=species:S:1:pos:R:3:forces:R:3 method="wB97M-V/def2-TZVPD" orbital_gap_ev="9.80 / 4.85" spin_multiplicity=4 charge=+1
Ni 2.480 2.482 -1.779 -1.03 -1.18 2.73
C 4.627 0.886 -3.810 -1.22 -2.75 2.25
O 4.633 -0.419 -3.095 0.98 1.86 -0.74
O 4.005 1.842 -3.050 0.77 -0.08 -0.77
C 6.054 1.067 -4.342 3.18 1.91 -0.45
F 6.201 0.521 -5.560 -0.79 -0.02 0.67
F 6.457 2.403 -4.497 -1.43 -1.90 0.53
F 6.978 0.506 -3.545 -0.93 0.33 -0.19
C 3.434 -1.177 -3.276 -0.40 -0.23 -1.13
C 3.480 -2.631 -2.740 0.15 0.62 -0.11
H 3.411 -2.635 -1.653 0.01 -0.28 -0.15
H 2.736 -3.270 -3.215 -0.93 0.65 0.29
H 4.320 -3.243 -3.069 0.84 0.83 0.26
H 3.248 -1.198 -4.349 0.07 -0.31 -0.43
H 2.642 -0.518 -2.920 -0.52 -0.59 0.78
H 3.965 0.747 -4.665 -0.31 0.30 -0.62
C 0.743 0.219 0.262 -0.82 1.22 -1.93
O -0.623 0.611 0.293 0.78 -0.05 -0.01
O 1.328 1.023 -0.782 -0.12 -1.58 1.86
C 1.227 0.121 1.713 1.76 2.41 2.08
F 2.581 0.028 1.727 -0.09 -0.10 -0.14
F 0.946 1.221 2.544 0.00 -1.33 -1.22
F 0.817 -0.971 2.416 -0.30 0.63 -0.95
C -1.585 -0.267 0.884 0.26 1.23 0.27
C -2.854 0.479 0.560 -1.10 -0.06 -0.25
H -2.757 1.557 0.693 0.58 -0.07 0.07
H -3.148 0.363 -0.483 -0.08 -0.23 -0.01
H -3.714 0.274 1.196 -0.02 -0.61 -0.07
H -1.454 -0.317 1.965 0.07 0.04 0.22
H -1.447 -1.287 0.525 -0.36 -0.09 -0.37
H 0.754 -0.863 0.127 0.25 -0.56 -1.38
C 1.861 -5.716 0.992 -0.57 -0.73 -1.49
C 1.710 -4.412 1.711 0.56 0.94 3.15
C 2.981 -3.551 1.457 -1.43 0.30 -0.59
S 4.296 -4.570 0.922 -0.76 -2.15 1.86
O 5.008 -5.239 1.996 -0.78 0.63 -0.29
O 5.056 -3.906 -0.057 1.38 1.47 -1.76
C 3.167 -5.716 0.197 0.73 -1.51 -0.13
H 1.110 -5.834 0.211 -0.39 0.09 0.11
H 1.686 -6.570 1.646 0.56 0.06 0.03
H 1.596 -4.568 2.783 0.53 -0.54 0.29
H 0.774 -3.859 1.635 0.19 0.24 -1.20
H 3.373 -2.817 2.161 -0.62 0.07 0.04
H 2.626 -3.160 0.504 0.87 1.14 -0.15
H 3.727 -6.650 0.259 -0.22 -0.25 -0.02
H 3.042 -5.524 -0.868 -0.05 0.38 0.12
C -1.126 4.821 2.811 0.41 1.52 -2.42
C -0.055 5.892 3.059 2.36 -0.54 -0.28
C 1.231 5.590 2.176 -1.18 -1.09 0.55
S 0.563 5.030 0.567 -0.25 3.35 -1.34
O 1.470 4.077 -0.031 0.06 -1.32 0.21
O 0.268 6.139 -0.358 0.05 -0.99 1.65
C -0.997 4.448 1.244 -0.41 -2.19 1.75
H -2.024 5.402 3.018 -0.44 -0.84 -0.11
H -1.043 3.927 3.429 0.06 0.27 -0.11
H 0.292 5.724 4.078 -0.12 0.82 0.18
H -0.389 6.911 2.859 -0.17 -0.17 0.26
H 1.679 4.705 2.629 -0.05 -0.44 -0.25
H 2.081 6.270 2.126 -0.61 0.55 -0.43
H -0.903 3.362 1.238 0.41 -0.34 -0.02
H -1.894 4.521 0.629 0.33 1.13 -0.20
C -2.624 1.608 -3.463 -0.45 -0.19 -1.56
C -1.643 0.492 -3.849 -2.56 0.09 0.80
C -0.487 1.077 -4.520 3.09 -0.59 0.37
S -0.273 2.785 -3.831 -1.49 1.49 -0.54
O -0.567 3.846 -4.815 1.40 -1.98 1.41
O 0.955 2.902 -2.970 -1.15 -0.13 -1.57
C -1.822 2.685 -2.835 0.79 0.14 1.29
H -3.435 1.280 -2.813 0.22 0.09 0.02
H -3.049 1.994 -4.390 -0.39 0.00 -0.03
H -2.135 -0.174 -4.559 0.01 -0.47 0.51
H -1.320 0.045 -2.909 -0.18 -0.56 -0.20
H -0.332 0.815 -5.567 -0.53 1.32 -0.32
H 0.290 0.452 -4.079 0.95 0.64 0.07
H -2.310 3.659 -2.810 0.38 0.06 -0.23
H -1.620 2.348 -1.819 0.62 0.26 0.18
C -6.933 -1.063 -2.246 1.22 -0.43 0.04
C -8.253 -0.378 -2.298 -0.98 1.98 -1.50
C -7.946 1.041 -1.739 1.12 -0.51 0.10
S -6.256 1.503 -2.368 -0.11 -0.75 2.79
O -5.474 1.827 -1.137 -0.85 -0.91 -2.22
O -6.237 2.441 -3.435 -0.11 0.77 -0.94
C -5.893 -0.167 -2.992 -0.98 0.08 1.05
H -6.948 -1.984 -2.828 -0.03 -0.37 0.65
H -6.695 -1.177 -1.189 0.48 -0.55 -0.09
H -9.130 -0.859 -1.864 0.47 -0.09 0.71
H -8.558 -0.332 -3.343 0.01 0.36 -0.31
H -7.662 0.843 -0.705 -0.36 0.50 0.27
H -8.576 1.926 -1.826 -0.27 -0.44 -0.19
H -4.835 -0.338 -2.791 -0.19 -0.39 -0.16
H -6.202 -0.279 -4.031 0.59 0.63 -0.18
C 6.121 -0.244 1.337 -0.22 0.07 0.07
C 5.599 0.420 2.634 0.68 -1.02 0.56
C 4.928 1.796 2.403 -0.78 -0.19 -0.60
S 5.043 2.039 0.519 1.92 0.37 0.41
O 6.297 2.739 0.205 -1.86 -0.40 0.59
O 3.804 2.522 -0.147 0.67 -0.24 0.27
C 5.334 0.314 0.202 -1.21 1.31 -1.96
H 5.917 -1.315 1.325 0.39 -0.05 0.31
H 7.193 -0.052 1.277 -0.13 -0.09 -0.55
H 6.415 0.346 3.353 0.28 1.10 -0.09
H 4.995 -0.359 3.101 -1.17 0.67 -0.13
H 5.280 2.718 2.866 0.77 -0.33 -0.14
H 3.889 1.734 2.726 -0.14 0.01 -0.54
H 5.721 0.320 -0.818 0.74 -0.19 0.14
H 4.307 0.013 -0.002 -0.14 -0.94 0.78
Br -0.305 -1.462 7.255 -0.45 -0.04 0.63
C -0.146 -2.270 5.496 1.77 0.75 0.85
C -1.317 -1.894 4.668 -0.65 -1.45 -0.78
Br -1.467 -3.401 3.300 -0.15 0.96 0.27
H 0.122 -3.322 5.600 -0.69 0.09 0.08
H 0.786 -1.756 5.263 -0.20 -0.24 -1.01
H -1.236 -0.940 4.147 0.06 -0.26 0.04
H -2.266 -1.998 5.194 0.20 0.20 -0.05
Br -5.039 -0.751 5.516 -0.34 1.02 -1.64
C -5.180 0.722 4.044 1.11 0.52 1.62
C -3.769 1.375 4.047 -1.03 -0.51 0.10
Br -3.913 2.988 2.936 0.07 -0.42 0.21
H -5.874 1.448 4.466 -0.01 -0.28 0.13
H -5.571 0.443 3.065 0.37 -0.74 0.26
H -2.983 0.701 3.709 -0.15 0.22 -0.46
H -3.495 1.689 5.055 -0.21 0.13 -0.16
Br -0.478 -2.801 -2.207 -0.52 -0.09 0.46
C -1.503 -4.385 -1.646 0.02 -1.14 -0.55
C -2.013 -4.443 -0.224 0.67 0.11 -0.28
Br -3.027 -6.131 -0.059 0.36 0.75 0.05
H -0.766 -5.175 -1.790 -0.14 -0.01 0.05
H -2.320 -4.612 -2.331 0.17 0.63 -0.26
H -2.638 -3.589 0.037 -0.04 -0.31 0.15
H -1.126 -4.526 0.404 -0.44 0.09 0.45

=====

Quick rundown of E, same order as above: -61344.989; -20210.751; -13525.105; -596725.205 eV